DFT (ωB97M-V/def2-TZVPD) results for a cluster of 3 separate species, C13H28FNO8S3 in total.

HOMO-LUMO gap   9.8944 eV
Total energy   -2463.18392 hartree
Structure (SMILES)   O=S(=O)(F)N(CCO)CCCO.O=S1(=O)CCCC1.O=S1(=O)CCCC1
M   441.56 g/mol
Max |F|   0.928 eV/Å
LUMO level   0.42 eV
Charge   0
HOMO   -9.48 eV

Bonds (Å) are listed after each position.
Element x y z (Å)
1 O -2.48 -3.88 -0.40  S2 1.425
2 S -1.77 -2.81 0.21  O1 1.425, O3 1.422, F4 1.566, N5 1.647
3 O -2.25 -2.26 1.43  S2 1.422
4 F -0.34 -3.37 0.52  S2 1.566
5 N -1.43 -1.61 -0.86  S2 1.647, C6 1.477, C9 1.476
6 C -0.03 -1.54 -1.32  N5 1.477, C7 1.526, H13 1.097, H14 1.086
7 C 0.31 -0.17 -1.90  C6 1.526, O8 1.407, H15 1.088, H16 1.090
8 O 0.06 0.88 -0.99  C7 1.407, H17 0.957
9 C -2.40 -1.58 -1.97  N5 1.476, C10 1.521, H18 1.095, H19 1.087
10 C -3.83 -1.24 -1.57  C9 1.521, C11 1.546, H20 1.093, H21 1.089
11 C -4.05 0.18 -0.99  C10 1.546, O12 1.409, H22 1.095, H23 1.090
12 O -2.93 0.74 -0.33  C11 1.409, H24 0.958
13 H 0.21 -2.31 -2.07  C6 1.097
14 H 0.63 -1.68 -0.46  C6 1.086
15 H 1.35 -0.19 -2.19  C7 1.088
16 H -0.25 0.02 -2.82  C7 1.090
17 H 0.87 1.08 -0.52  O8 0.957
18 H -2.42 -2.56 -2.46  C9 1.095
19 H -2.03 -0.88 -2.72  C9 1.087
20 H -4.40 -1.30 -2.50  C10 1.093
21 H -4.25 -2.00 -0.92  C10 1.089
22 H -4.42 0.85 -1.77  C11 1.095
23 H -4.84 0.12 -0.25  C11 1.090
24 H -2.32 1.13 -0.95  O12 0.958
25 O -1.35 -0.55 7.84  S26 1.442
26 S -0.43 -0.74 6.75  O25 1.442, O27 1.442, C28 1.790, C31 1.797
27 O 0.83 -0.04 6.72  S26 1.442
28 C -0.14 -2.50 6.54  S26 1.790, C29 1.526, H32 1.087, H33 1.090
29 C -1.23 -2.94 5.57  C28 1.526, C30 1.535, H34 1.089, H35 1.092
30 C -1.30 -1.85 4.48  C29 1.535, C31 1.534, H36 1.091, H37 1.086
31 C -1.31 -0.50 5.20  S26 1.797, C30 1.534, H38 1.087, H39 1.088
32 H -0.19 -2.98 7.51  C28 1.087
33 H 0.85 -2.61 6.11  C28 1.090
34 H -1.01 -3.92 5.15  C29 1.089
35 H -2.19 -3.00 6.09  C29 1.092
36 H -0.42 -1.93 3.84  C30 1.091
37 H -2.17 -1.97 3.85  C30 1.086
38 H -0.80 0.28 4.63  C31 1.087
39 H -2.31 -0.17 5.45  C31 1.088
40 O 1.71 2.09 -4.51  S41 1.440
41 S 2.69 2.36 -3.49  O40 1.440, O42 1.443, C43 1.790, C46 1.797
42 O 2.62 1.71 -2.20  S41 1.443
43 C 4.33 2.13 -4.17  S41 1.790, C44 1.526, H47 1.087, H48 1.089
44 C 4.70 3.49 -4.74  C43 1.526, C45 1.535, H49 1.089, H50 1.092
45 C 4.25 4.52 -3.68  C44 1.535, C46 1.534, H51 1.091, H52 1.088
46 C 2.82 4.14 -3.26  S41 1.797, C45 1.534, H53 1.087, H54 1.088
47 H 4.29 1.33 -4.92  C43 1.087
48 H 4.98 1.84 -3.35  C43 1.089
49 H 5.76 3.56 -4.94  C44 1.089
50 H 4.16 3.67 -5.68  C44 1.092
51 H 4.91 4.47 -2.82  C45 1.091
52 H 4.28 5.53 -4.07  C45 1.088
53 H 2.62 4.36 -2.21  C46 1.087
54 H 2.07 4.60 -3.89  C46 1.088

From a Mulliken analysis of the wavefunction, the atomic charges in e read:
1 O -0.6395
2 S 0.9665
3 O -0.4731
4 F -0.2685
5 N 0.5330
6 C -0.7378
7 C -0.3524
8 O -0.4804
9 C -1.0623
10 C -0.5836
11 C -0.5129
12 O -0.4432
13 H 0.3074
14 H 0.4221
15 H 0.3076
16 H 0.2813
17 H 0.2933
18 H 0.4343
19 H 0.3692
20 H 0.4464
21 H 0.3368
22 H 0.2810
23 H 0.3007
24 H 0.2459
25 O -0.6573
26 S 1.1611
27 O -0.6730
28 C -0.7247
29 C -0.7085
30 C -0.3197
31 C -0.7146
32 H 0.4145
33 H 0.3477
34 H 0.3405
35 H 0.3374
36 H 0.2394
37 H 0.2364
38 H 0.3570
39 H 0.3831
40 O -0.7002
41 S 1.2802
42 O -0.6711
43 C -0.7649
44 C -0.5988
45 C -0.6056
46 C -0.7260
47 H 0.4077
48 H 0.3677
49 H 0.3476
50 H 0.3025
51 H 0.3003
52 H 0.3212
53 H 0.3657
54 H 0.3826